[1]
{
  "formula": "C36H32AuBF4P2",
  "method": "ωB97M-V with the def2-TZVPD basis set",
  "total_charge": 2,
  "lumo_ev": [-5.848, -10.255],
  "max_force_ev_per_a": 2.306,
  "molar_mass_g_mol": 810.37,
  "e_tot_ha": -2633.24128,
  "multiplicity": 3,
  "species": ["C", "C", "C", "C", "C", "C", "P", "C", "C", "C", "C", "C", "C", "Au", "P", "C", "C", "C", "C", "C", "C", "C", "C", "C", "C", "C", "C", "C", "C", "C", "C", "C", "C", "C", "C", "C", "C", "C", "C", "H", "H", "H", "H", "H", "H", "H", "H", "H", "H", "H", "H", "H", "H", "H", "H", "H", "H", "H", "H", "H", "H", "H", "H", "H", "H", "H", "H", "H", "H", "H", "H", "F", "B", "F", "F", "F"],
  "coordinates": [[0.64, -2.02, -4.44], [-0.34, -2.42, -3.52], [-1.69, -2.45, -3.91], [-2.04, -1.96, -5.16], [-1.07, -1.49, -6.05], [0.28, -1.57, -5.70], [-0.02, -2.27, -1.73], [-1.25, -3.32, -0.93], [-2.06, -2.83, 0.11], [-3.17, -3.58, 0.53], [-3.41, -4.84, -0.03], [-2.52, -5.40, -0.97], [-1.43, -4.64, -1.42], [0.07, 0.00, -1.75], [0.00, 2.28, -1.88], [-1.40, 2.55, -2.95], [-1.22, 2.85, -4.31], [-2.21, 2.48, -5.22], [-3.45, 2.05, -4.75], [-3.71, 1.93, -3.37], [-2.66, 2.15, -2.47], [-0.37, 3.38, -0.51], [0.23, 3.07, 0.72], [0.14, 3.99, 1.77], [-0.55, 5.20, 1.56], [-1.20, 5.47, 0.35], [-1.13, 4.55, -0.70], [1.62, 2.73, -2.50], [2.65, 1.78, -2.33], [3.86, 1.93, -3.00], [4.06, 3.06, -3.80], [3.08, 4.06, -3.89], [1.86, 3.91, -3.23], [1.55, -3.05, -1.43], [2.13, -3.91, -2.38], [3.41, -4.42, -2.14], [4.08, -4.11, -0.95], [3.48, -3.29, 0.01], [2.22, -2.74, -0.23], [0.73, 2.11, 0.84], [0.56, 3.72, 2.74], [-0.59, 5.94, 2.36], [-1.78, 6.38, 0.20], [-1.64, 4.73, -1.65], [-0.27, 3.27, -4.61], [-1.98, 2.48, -6.29], [-4.23, 1.79, -5.47], [-4.68, 1.61, -3.01], [-2.79, 1.93, -1.41], [2.46, 0.89, -1.71], [4.63, 1.16, -2.90], [4.98, 3.16, -4.37], [3.24, 4.96, -4.50], [1.08, 4.69, -3.26], [1.59, -4.15, -3.30], [3.87, -5.04, -2.91], [5.08, -4.52, -0.78], [4.00, -3.06, 0.94], [1.75, -2.08, 0.50], [-1.82, -1.87, 0.58], [-3.84, -3.19, 1.30], [-4.30, -5.42, 0.26], [-2.67, -6.41, -1.38], [-0.73, -5.05, -2.15], [-2.45, -2.72, -3.18], [-3.10, -1.91, -5.41], [-1.39, -1.06, -7.00], [1.08, -1.20, -6.36], [1.68, -1.93, -4.15], [0.61, 1.41, -4.77], [1.28, 1.71, -4.54], [0.29, -0.62, 1.21], [0.24, -0.29, 2.62], [-0.92, -0.89, 3.16], [1.43, -0.77, 3.22], [0.16, 1.13, 2.72]]
}

***

[2]
{
  "formula": "C3H9NO",
  "method": "ωB97M-V with the def2-TZVPD basis set",
  "total_charge": 1,
  "lumo_ev": [-3.757, -7.942],
  "max_force_ev_per_a": 6.425,
  "molar_mass_g_mol": 75.11,
  "e_tot_ha": -249.34111,
  "relative_energy_kj_mol": 134.3,
  "multiplicity": 2,
  "species": ["C", "C", "C", "N", "H", "H", "H", "H", "H", "H", "H", "H", "H", "O"],
  "coordinates": [[-1.64, 1.74, -1.16], [-1.52, 0.80, 0.03], [-0.44, 0.13, 0.37], [-0.26, -0.97, 1.27], [-2.41, 1.33, -1.92], [-1.97, 2.81, -0.95], [-0.75, 2.00, -1.77], [-2.54, 0.41, 0.27], [0.41, 0.74, 0.21], [0.63, -1.39, 1.27], [-0.79, -1.13, 2.09], [3.52, -1.96, 0.09], [3.44, -0.97, -1.08], [2.98, -1.39, -0.32]]
}

***

[3]
{
  "formula": "C69H159N5O13",
  "method": "ωB97M-V with the def2-TZVPD basis set",
  "total_charge": 0,
  "lumo_ev": 0.335,
  "max_force_ev_per_a": 2.510,
  "molar_mass_g_mol": 1267.05,
  "e_tot_ha": -3976.01455,
  "relative_energy_kj_mol": 181.7,
  "species": ["C", "C", "C", "C", "C", "C", "N", "O", "C", "C", "C", "H", "H", "H", "H", "H", "H", "H", "H", "H", "H", "H", "H", "H", "H", "H", "H", "H", "H", "H", "C", "C", "C", "C", "C", "C", "N", "O", "C", "C", "C", "H", "H", "H", "H", "H", "H", "H", "H", "H", "H", "H", "H", "H", "H", "H", "H", "H", "H", "H", "C", "C", "C", "C", "C", "C", "N", "O", "C", "C", "C", "H", "H", "H", "H", "H", "H", "H", "H", "H", "H", "H", "H", "H", "H", "H", "H", "H", "H", "H", "C", "C", "C", "C", "C", "C", "N", "O", "C", "C", "C", "H", "H", "H", "H", "H", "H", "H", "H", "H", "H", "H", "H", "H", "H", "H", "H", "H", "H", "H", "C", "C", "C", "C", "C", "C", "N", "O", "C", "C", "C", "H", "H", "H", "H", "H", "H", "H", "H", "H", "H", "H", "H", "H", "H", "H", "H", "H", "H", "H", "C", "C", "C", "O", "H", "H", "H", "H", "H", "H", "H", "H", "C", "C", "C", "O", "H", "H", "H", "H", "H", "H", "H", "H", "C", "C", "C", "O", "H", "H", "H", "H", "H", "H", "H", "H", "C", "C", "C", "O", "H", "H", "H", "H", "H", "H", "H", "H", "C", "C", "C", "O", "H", "H", "H", "H", "H", "H", "H", "H", "C", "C", "C", "O", "H", "H", "H", "H", "H", "H", "H", "H", "C", "C", "C", "O", "H", "H", "H", "H", "H", "H", "H", "H", "C", "C", "C", "O", "H", "H", "H", "H", "H", "H", "H", "H"],
  "coordinates": [[-3.00, 0.12, -7.83], [-1.57, -0.46, -7.98], [-0.59, 0.67, -7.61], [-0.32, 0.83, -6.11], [-0.05, -0.52, -5.43], [-1.09, -1.59, -5.72], [-1.33, -1.63, -7.17], [-2.10, -2.76, -7.54], [-0.49, -2.92, -5.25], [-2.40, -1.34, -4.95], [-1.33, -0.76, -9.46], [-3.20, 0.85, -8.62], [-3.13, 0.62, -6.88], [-3.74, -0.67, -7.97], [0.35, 0.53, -8.16], [-0.86, 1.67, -7.96], [-1.10, 1.38, -5.57], [0.55, 1.47, -5.93], [0.05, -0.35, -4.36], [0.89, -0.82, -5.89], [0.38, -3.20, -5.85], [-0.20, -2.89, -4.20], [-1.23, -3.72, -5.35], [-2.42, -1.85, -3.98], [-2.57, -0.29, -4.67], [-3.27, -1.65, -5.52], [-0.33, -1.14, -9.71], [-1.40, 0.16, -10.03], [-2.06, -1.50, -9.81], [-1.43, -3.34, -7.92], [-1.06, -0.48, -1.46], [0.26, -0.60, -0.69], [0.68, 0.82, -0.26], [0.01, 1.29, 1.01], [0.22, 0.27, 2.13], [-0.33, -1.13, 1.74], [0.21, -1.54, 0.45], [-0.18, -2.82, 0.06], [0.25, -2.05, 2.81], [-1.87, -1.11, 1.90], [1.36, -1.06, -1.64], [-1.37, -1.42, -1.91], [-1.06, 0.30, -2.23], [-1.85, -0.22, -0.75], [1.75, 0.93, -0.07], [0.48, 1.54, -1.07], [-1.06, 1.50, 0.91], [0.40, 2.29, 1.23], [-0.47, 0.67, 2.88], [1.26, 0.25, 2.43], [1.34, -2.02, 2.78], [-0.07, -1.76, 3.81], [0.02, -3.10, 2.58], [-2.35, -2.03, 1.57], [-2.11, -0.92, 2.95], [-2.40, -0.36, 1.32], [1.33, -2.13, -1.89], [2.38, -0.88, -1.31], [1.29, -0.58, -2.62], [-1.13, -2.81, -0.18], [-1.27, 2.54, 6.76], [-2.56, 3.11, 6.16], [-3.66, 2.05, 6.32], [-5.08, 2.60, 6.20], [-5.28, 3.79, 7.12], [-4.25, 4.89, 6.88], [-2.90, 4.32, 6.91], [-1.90, 5.31, 6.94], [-4.56, 5.69, 5.59], [-4.38, 5.86, 8.07], [-2.31, 3.41, 4.68], [-0.35, 3.06, 6.46], [-1.05, 1.55, 6.35], [-1.23, 2.55, 7.85], [-3.64, 1.38, 5.45], [-3.54, 1.45, 7.22], [-5.83, 1.85, 6.46], [-5.31, 2.87, 5.16], [-5.32, 3.43, 8.15], [-6.29, 4.19, 6.96], [-4.93, 5.07, 4.77], [-5.34, 6.43, 5.78], [-3.65, 6.23, 5.34], [-3.58, 6.59, 8.08], [-5.28, 6.47, 7.93], [-4.50, 5.35, 9.03], [-1.66, 4.27, 4.57], [-3.19, 3.72, 4.11], [-2.00, 2.53, 4.11], [-1.38, 5.07, 7.71], [-1.79, -7.51, -2.98], [-0.48, -7.67, -2.23], [0.31, -6.34, -2.50], [1.57, -6.22, -1.64], [1.18, -6.35, -0.18], [0.48, -7.67, 0.15], [-0.65, -7.79, -0.77], [-1.60, -8.75, -0.37], [1.52, -8.83, 0.16], [0.00, -7.55, 1.59], [0.29, -8.86, -2.82], [-1.59, -7.20, -4.00], [-2.38, -6.69, -2.58], [-2.40, -8.42, -2.92], [0.65, -6.36, -3.54], [-0.35, -5.49, -2.33], [2.13, -5.30, -1.84], [2.27, -7.02, -1.89], [0.56, -5.52, 0.15], [2.11, -6.37, 0.40], [2.12, -8.70, -0.75], [2.27, -8.78, 0.94], [1.06, -9.82, 0.17], [-0.56, -8.41, 1.96], [0.82, -7.48, 2.30], [-0.82, -6.82, 1.65], [1.37, -8.73, -2.79], [0.02, -9.07, -3.85], [-0.01, -9.76, -2.26], [-1.16, -9.60, -0.55], [4.34, 4.21, -3.76], [2.81, 4.04, -3.88], [2.27, 3.69, -2.50], [2.19, 4.84, -1.50], [1.38, 6.00, -2.05], [1.79, 6.37, -3.50], [2.14, 5.24, -4.35], [2.45, 5.65, -5.65], [0.65, 7.17, -4.14], [3.02, 7.31, -3.36], [2.60, 2.84, -4.81], [4.82, 4.75, -4.58], [4.84, 3.24, -3.66], [4.63, 4.78, -2.87], [1.24, 3.37, -2.72], [2.76, 2.82, -2.06], [3.22, 5.15, -1.29], [1.76, 4.51, -0.55], [1.45, 6.89, -1.43], [0.32, 5.73, -2.02], [0.39, 8.02, -3.51], [0.84, 7.47, -5.17], [-0.26, 6.57, -4.08], [2.89, 8.15, -2.68], [3.90, 6.74, -3.08], [3.29, 7.75, -4.33], [3.03, 3.02, -5.79], [1.54, 2.54, -4.84], [3.07, 1.97, -4.34], [1.97, 5.05, -6.24], [1.28, 5.66, 4.60], [2.40, 5.32, 3.63], [2.48, 3.84, 3.28], [2.18, 6.13, 2.45], [1.19, 6.75, 4.65], [1.56, 5.32, 5.60], [0.33, 5.19, 4.36], [3.36, 5.63, 4.06], [2.65, 3.33, 4.23], [3.26, 3.71, 2.53], [1.51, 3.43, 2.98], [3.01, 6.21, 1.98], [3.59, -2.84, -4.18], [4.73, -1.86, -4.43], [5.34, -1.27, -3.16], [5.70, -2.55, -5.20], [2.75, -2.37, -3.65], [3.84, -3.67, -3.51], [3.17, -3.28, -5.08], [4.32, -1.04, -5.02], [6.09, -0.52, -3.43], [5.85, -2.06, -2.61], [4.60, -0.84, -2.48], [5.92, -3.40, -4.82], [-2.83, 6.64, 1.26], [-1.52, 6.06, 1.82], [-1.31, 4.63, 1.31], [-0.44, 6.85, 1.34], [-3.43, 5.91, 0.71], [-2.61, 7.46, 0.58], [-3.49, 7.02, 2.04], [-1.51, 6.05, 2.91], [-0.25, 4.38, 1.45], [-1.38, 4.49, 0.23], [-1.98, 3.88, 1.74], [0.37, 6.38, 1.61], [-3.99, 2.05, -0.39], [-5.23, 2.35, 0.43], [-4.90, 2.25, 1.94], [-5.64, 3.69, 0.21], [-3.49, 1.15, -0.02], [-3.26, 2.85, -0.22], [-4.15, 1.96, -1.46], [-5.94, 1.54, 0.26], [-4.55, 3.20, 2.35], [-4.17, 1.46, 2.14], [-5.82, 1.99, 2.46], [-5.37, 3.93, -0.68], [4.14, -0.06, 4.58], [4.89, 1.05, 3.84], [6.38, 0.79, 4.00], [4.64, 1.00, 2.42], [4.41, -0.24, 5.62], [4.33, -1.01, 4.07], [3.06, 0.10, 4.56], [4.63, 2.02, 4.26], [6.61, 0.35, 4.98], [6.94, 1.73, 3.95], [6.75, 0.12, 3.22], [4.42, 0.07, 2.24], [-3.59, -3.96, -2.73], [-3.84, -2.94, -1.64], [-5.26, -2.87, -1.05], [-2.97, -3.31, -0.54], [-4.33, -3.73, -3.51], [-3.92, -4.96, -2.46], [-2.62, -3.92, -3.21], [-3.50, -1.93, -1.86], [-5.31, -2.22, -0.18], [-5.56, -3.86, -0.69], [-5.95, -2.57, -1.84], [-3.17, -4.22, -0.28], [5.47, -2.29, 0.87], [4.02, -2.46, 0.52], [3.36, -3.81, 0.66], [3.25, -1.43, 1.17], [6.07, -2.95, 0.25], [5.65, -2.59, 1.91], [5.77, -1.25, 0.72], [3.90, -2.20, -0.54], [2.28, -3.73, 0.50], [3.55, -4.31, 1.62], [3.64, -4.44, -0.19], [2.43, -1.37, 0.65], [-0.56, -6.02, 6.92], [0.69, -5.86, 6.04], [0.97, -4.39, 5.77], [1.74, -6.41, 6.83], [-1.00, -7.01, 6.78], [-1.36, -5.42, 6.47], [-0.32, -5.90, 7.97], [0.40, -6.44, 5.15], [1.14, -3.78, 6.66], [0.11, -3.98, 5.24], [1.86, -4.23, 5.16], [2.55, -6.35, 6.29]]
}

***

[4]
{
  "formula": "C26H21BrCl3N7O7SeSiV",
  "method": "ωB97M-V with the def2-TZVPD basis set",
  "total_charge": -1,
  "lumo_ev": [2.098, 1.997],
  "max_force_ev_per_a": 2.667,
  "molar_mass_g_mol": 887.75,
  "e_tot_ha": -9503.04180,
  "relative_energy_kj_mol": 0.0,
  "multiplicity": 3,
  "species": ["V", "O", "C", "O", "C", "C", "C", "C", "C", "C", "O", "N", "O", "O", "N", "O", "O", "H", "H", "Br", "C", "C", "C", "C", "C", "C", "C", "C", "C", "C", "H", "H", "H", "H", "H", "H", "N", "C", "C", "N", "C", "C", "N", "H", "H", "H", "H", "H", "Cl", "Si", "Cl", "Cl", "C", "N", "C", "C", "N", "C", "C", "Se", "H", "H", "H", "H", "H", "H", "H", "H"],
  "coordinates": [[0.00, 0.97, -1.26], [2.46, -1.78, -0.52], [1.85, -1.00, -1.24], [0.58, -0.80, -1.19], [2.70, -0.31, -2.30], [3.58, -1.07, -3.01], [4.34, -0.54, -4.04], [4.17, 0.80, -4.47], [3.19, 1.53, -3.84], [2.36, 0.99, -2.79], [1.34, 1.66, -2.41], [2.96, 2.92, -4.18], [2.88, 3.27, -5.34], [2.96, 3.66, -3.22], [5.47, -1.28, -4.49], [5.61, -2.38, -3.99], [6.23, -0.75, -5.26], [3.71, -2.11, -2.72], [4.85, 1.20, -5.22], [-0.63, 3.63, -1.86], [-1.97, 3.69, -0.50], [-2.60, 4.89, -0.33], [-3.61, 4.96, 0.66], [-3.86, 3.91, 1.49], [-3.18, 2.67, 1.31], [-3.41, 1.55, 2.17], [-2.95, 0.31, 1.83], [-2.04, 0.18, 0.75], [-1.65, 1.25, 0.00], [-2.23, 2.52, 0.27], [-2.37, 5.69, -0.97], [-4.08, 5.91, 0.83], [-4.59, 4.00, 2.24], [-4.15, 1.70, 2.98], [-3.29, -0.56, 2.38], [-1.74, -0.82, 0.53], [2.31, -0.70, 3.22], [2.23, 0.34, 2.37], [1.34, 0.29, 1.29], [1.31, 1.30, 0.42], [2.13, 2.34, 0.58], [2.96, 2.38, 1.67], [3.02, 1.40, 2.57], [1.93, -1.57, 2.87], [3.15, -0.76, 3.79], [0.77, -0.61, 1.09], [2.08, 3.10, -0.20], [3.66, 3.20, 1.81], [-2.81, -1.51, -1.94], [-1.71, 0.14, -2.83], [-3.25, 1.42, -3.65], [-0.96, -0.88, -4.55], [-1.84, -4.71, 0.14], [-2.17, -4.19, 1.49], [-3.42, -4.15, 2.06], [-3.24, -3.66, 3.32], [-1.88, -3.41, 3.46], [-1.23, -2.77, 4.60], [-1.23, -3.73, 2.32], [0.56, -3.47, 1.88], [-2.67, -5.33, -0.17], [-0.92, -5.26, 0.17], [-1.72, -3.87, -0.48], [-4.28, -4.54, 1.59], [-3.89, -3.50, 4.13], [-1.73, -3.01, 5.55], [-1.17, -1.68, 4.48], [-0.19, -3.11, 4.67]]
}

***

[5]
{
  "formula": "C2H3FORb",
  "method": "ωB97M-V with the def2-TZVPD basis set",
  "total_charge": 0,
  "lumo_ev": [-0.287, -2.291],
  "max_force_ev_per_a": 0.847,
  "molar_mass_g_mol": 147.51,
  "e_tot_ha": -277.12736,
  "relative_energy_kj_mol": 1.8,
  "multiplicity": 2,
  "species": ["C", "C", "O", "F", "H", "H", "Rb", "H"],
  "coordinates": [[0.04, -1.56, 0.53], [-1.10, -0.87, 0.05], [-1.05, 0.27, -0.44], [2.80, 3.95, -0.36], [1.04, -1.17, 0.33], [-2.06, -1.41, 0.01], [0.43, 3.33, -1.10], [-0.09, -2.55, 0.98]]
}